Density functional theory data (ωB97M-V with the def2-TZVPD basis set) for 2 unconnected molecules or ions with the total composition C14H16O at a distorted geometry.

* SMILES string: Cc1ccc(O)cc1.Cc1ccccc1
* E_tot: -16824.602 eV
* orbital gap: 0.3329 Ha
* energy relative to the best compared isomer or geometry (same formula, charge and spin): 61.10 kJ/mol
* E_HOMO: -8.20 eV

The geometry in XYZ format:
```
31
Properties=species:S:1:pos:R:3:forces:R:3
C -1.453 1.504 -4.595 0.65 1.00 0.22
C -1.269 1.680 -3.099 1.02 -0.87 -0.87
C -1.453 0.598 -2.239 -0.08 0.42 0.44
C -1.035 0.690 -0.925 -0.29 0.18 0.51
C -0.379 1.818 -0.451 0.44 -0.12 -0.35
O 0.192 1.865 0.784 -0.16 -0.11 0.52
C -0.184 2.892 -1.300 -0.07 0.26 -0.65
C -0.552 2.782 -2.640 -0.98 -0.08 0.61
H -0.625 0.905 -4.968 -0.31 -0.70 -0.09
H -1.224 2.455 -5.087 -0.54 0.10 0.04
H -2.433 1.155 -4.901 0.04 -0.23 -0.06
H -1.877 -0.350 -2.539 -0.26 0.14 -0.35
H -1.264 -0.077 -0.204 0.10 -0.25 -0.15
H 0.275 0.970 1.155 -0.15 0.29 -0.22
H 0.234 3.822 -0.949 0.38 -0.05 0.19
H -0.355 3.579 -3.343 0.07 0.18 0.11
C 1.162 -1.947 4.528 0.11 -0.60 0.58
C 0.932 -1.742 3.056 0.41 0.24 0.57
C 1.960 -1.198 2.286 -0.44 -0.02 -0.12
C 1.872 -1.222 0.900 -0.57 0.77 0.00
C 0.700 -1.656 0.299 0.38 -1.01 0.61
C -0.368 -2.093 1.076 0.41 -0.42 -0.32
C -0.259 -2.143 2.459 -0.09 0.72 -0.66
H 2.197 -1.877 4.866 0.13 0.50 -0.49
H 0.963 -3.001 4.755 -0.49 0.17 0.11
H 0.578 -1.306 5.189 -0.22 -0.08 -0.11
H 2.755 -0.685 2.812 0.36 -0.36 -0.15
H 2.613 -0.781 0.256 0.45 -0.05 0.09
H 0.685 -1.795 -0.759 -0.22 0.29 -0.60
H -1.225 -2.511 0.562 -0.24 0.26 0.19
H -1.164 -2.330 3.016 0.17 -0.56 0.42
```
Forces are in eV/Å.

These are the natural (NBO) partial charges, in e, on atoms 1 to 2: -0.626, -0.054